14
Properties=species:S:1:pos:R:3:mulliken_charge:R:1 method="wB97M-V/def2-TZVPD" fmax_ev_per_a=1.12 lumo_energy_ev=0.54 total_charge=0 gap_ev=9.590 total_energy_ev=-8729.7004 spin_multiplicity=1 relative_energy_kj_mol=190.9 homo_ev=-9.05
N 0.009 0.701 0.167 0.06
N 2.062 -0.302 0.167 -0.03
N 4.492 0.266 -0.111 -0.41
C 3.384 -0.044 0.028 0.41
C -0.881 -0.454 0.016 -0.24
C -2.295 0.086 -0.157 -1.38
C 1.318 0.855 0.264 -0.65
H -0.589 -1.056 -0.855 0.30
H -3.039 -0.712 -0.187 0.37
H -2.372 0.666 -1.084 0.36
H 1.748 -1.249 -0.047 0.27
H -0.816 -1.092 0.906 0.29
H -0.477 1.585 0.216 0.27
H -2.544 0.749 0.680 0.37